Entry 1:
ORCA calculation (wB97M-V/def2-TZVPD) on C29H25Br54N3S as an isolated structure in a non-equilibrium geometry.

## Properties
Frontier orbital gap in hartree: 0.252

Cartesian coordinates (Å):
C -3.76 -1.39 -2.25
C -2.47 -2.09 -1.85
C -1.62 -1.33 -0.64
C -1.38 -2.05 0.80
N -0.67 -1.47 2.00
C -0.22 -0.09 1.65
C 0.55 0.77 2.86
C 1.07 2.32 2.65
N 1.71 2.98 3.88
C 0.61 3.16 4.73
S -0.82 3.33 5.69
C 0.87 3.10 1.20
C 0.11 2.25 0.01
C -0.42 0.69 0.23
N -1.13 0.06 -0.93
H -3.87 -0.24 -1.95
H -4.66 -1.92 -2.79
H -2.10 -3.06 -2.40
H -1.84 -3.14 0.94
H 0.72 0.25 3.92
H 1.22 4.20 1.03
H -0.07 2.78 -1.04
C 4.34 1.25 -0.07
Br 6.03 0.66 0.69
Br 3.79 0.13 -1.56
Br 2.94 1.38 1.29
H 4.50 2.26 -0.46
C -4.57 -0.27 -6.12
Br -2.64 -0.29 -5.95
Br -5.32 -2.06 -6.10
Br -5.41 0.88 -4.80
H -4.80 0.16 -7.11
C 0.34 2.86 -6.79
Br -1.06 2.26 -8.01
Br 0.91 4.67 -7.19
Br -0.18 2.66 -4.93
H 1.21 2.21 -6.95
C -2.15 0.90 8.41
Br -3.21 -0.60 7.76
Br -3.10 2.58 8.23
Br -1.53 0.61 10.23
H -1.26 0.96 7.77
C 1.39 4.88 8.89
Br 2.77 6.20 9.26
Br 2.04 3.07 9.15
Br -0.24 5.22 9.90
H 1.14 4.98 7.83
C -2.24 -5.71 -4.72
Br -3.64 -6.32 -5.93
Br -1.67 -3.90 -5.12
Br -2.77 -5.91 -2.86
H -1.38 -6.36 -4.88
C 4.69 3.78 -6.20
Br 5.08 3.60 -4.31
Br 6.25 4.39 -7.20
Br 3.94 2.15 -6.95
H 3.93 4.56 -6.30
C -4.04 4.32 11.62
Br -5.09 2.82 10.97
Br -4.99 6.00 11.44
Br -3.41 4.03 13.44
H -3.15 4.38 10.98
C 6.37 7.73 -9.16
Br 5.36 7.02 -10.66
Br 8.00 8.61 -9.74
Br 5.28 8.88 -8.03
H 6.67 6.87 -8.54
C -1.09 -8.06 -8.99
Br -2.15 -9.56 -9.64
Br -2.05 -6.37 -9.18
Br -0.47 -8.34 -7.17
H -0.20 -7.99 -9.63
C 3.07 -7.26 -11.36
Br 1.68 -7.86 -12.57
Br 3.64 -5.44 -11.75
Br 2.55 -7.46 -9.49
H 3.94 -7.91 -11.52
C 5.30 5.07 1.63
Br 3.64 4.32 2.31
Br 5.41 4.93 -0.31
Br 5.58 6.90 2.24
H 6.12 4.47 2.04
C -7.75 -6.73 -5.17
Br -9.15 -7.33 -6.38
Br -7.18 -4.91 -5.57
Br -8.28 -6.93 -3.31
H -6.89 -7.38 -5.33
C -4.11 6.22 4.41
Br -4.00 4.56 3.40
Br -3.97 5.90 6.33
Br -2.81 7.53 3.80
H -5.10 6.64 4.23
C 4.15 -6.37 -5.46
Br 4.49 -5.77 -3.64
Br 2.31 -6.04 -6.00
Br 5.43 -5.61 -6.72
H 4.30 -7.45 -5.47
C -3.36 3.88 17.59
Br -2.98 3.69 19.49
Br -1.80 4.48 16.59
Br -4.12 2.25 16.84
H -4.12 4.66 17.50
C 8.82 -6.77 -8.72
Br 10.29 -7.16 -7.50
Br 9.44 -5.93 -10.36
Br 7.73 -8.34 -9.07
H 8.17 -6.04 -8.21
C -5.03 -1.52 16.28
Br -5.44 -1.23 14.40
Br -6.64 -1.68 17.36
Br -3.83 -3.03 16.53
H -4.50 -0.63 16.63

***

Entry 2:
ORCA calculation (wB97M-V/def2-TZVPD) on C29H25BrCdClN8O2S3 as an isolated structure.

## Properties
Charge: -1
Frontier orbital gap in hartree: 0.278
ΔE to the lowest compared entry with this formula, charge and spin in kcal per mole: 0.0

Cartesian coordinates (Å):
Cd 0.93 0.41 -1.14
N -2.64 -1.98 2.08
C -3.71 -1.91 1.21
C -4.60 -2.86 0.74
C -5.55 -2.43 -0.17
C -5.60 -1.10 -0.61
C -4.71 -0.15 -0.14
C -3.74 -0.57 0.77
N -2.69 0.13 1.33
C -2.04 -0.74 2.05
C -0.79 -0.47 2.75
C -0.12 -1.35 3.54
S 1.35 -0.67 4.07
C 0.96 0.76 3.19
N -0.17 0.74 2.57
H -2.10 -2.83 2.22
H -4.56 -3.89 1.07
H -6.27 -3.14 -0.57
H -6.35 -0.81 -1.34
H -4.72 0.87 -0.49
H -0.40 -2.36 3.80
H 1.65 1.60 3.16
S 3.57 3.80 -3.86
C 2.76 2.58 -3.15
N 2.18 1.73 -2.60
Cl -2.85 4.26 1.48
C -1.25 4.03 0.85
C -0.37 5.09 0.79
C 0.90 4.86 0.27
C 1.22 3.58 -0.16
N 0.36 2.56 -0.08
C -0.86 2.77 0.42
H -0.67 6.07 1.13
H 1.62 5.65 0.19
H 2.18 3.35 -0.60
H -1.54 1.93 0.48
Br -5.07 -0.43 -4.47
C -3.36 -0.25 -3.63
C -2.92 1.00 -3.26
C -1.69 1.11 -2.61
C -0.89 0.00 -2.32
C -1.38 -1.23 -2.75
C -2.60 -1.38 -3.39
H -3.52 1.88 -3.46
H -1.37 2.11 -2.32
H -0.80 -2.14 -2.59
H -2.96 -2.35 -3.69
N 1.25 -3.81 -1.17
C 1.09 -4.38 0.17
C -0.19 -3.86 0.82
O -0.52 -4.14 1.95
O -0.93 -3.08 0.05
H 1.72 -4.45 -1.79
H 1.80 -2.96 -1.12
H -0.49 -3.04 -0.83
H 1.91 -4.17 0.85
H 0.98 -5.46 0.10
C 4.87 3.15 -0.15
C 4.68 1.88 0.63
C 5.55 1.51 1.65
C 5.28 0.31 2.28
N 4.27 -0.49 1.95
C 3.48 -0.05 0.95
S 2.15 -1.06 0.46
N 3.65 1.12 0.30
H 5.93 3.32 -0.35
H 4.50 4.01 0.42
H 4.34 3.10 -1.10
H 6.39 2.12 1.93
H 5.92 -0.05 3.09

***

Entry 3:
ORCA calculation (wB97M-V/def2-TZVPD) on C29H25Cl6GeN4O4SiTc as an isolated structure in a non-equilibrium geometry.

## Properties
Charge: -1
Frontier orbital gap (spin up / spin down) in hartree: 0.253 / 0.250
Multiplicity: 2
ΔE to the lowest compared entry with this formula, charge and spin in kcal per mole: 24.1
⟨S²⟩: 0.762

Cartesian coordinates (Å):
Tc 0.49 0.33 -0.77
Cl 5.97 2.50 -4.47
C 4.72 2.40 -3.27
C 3.94 1.25 -3.22
C 2.93 1.14 -2.26
N 1.98 0.10 -2.15
C 1.99 -0.99 -2.94
O 2.92 -1.53 -3.52
C 0.57 -1.37 -3.18
C 0.25 -2.16 -4.26
C -1.09 -2.29 -4.63
C -2.04 -1.63 -3.87
C -1.63 -0.90 -2.77
N -0.35 -0.75 -2.42
C 2.73 2.19 -1.34
C 3.50 3.34 -1.42
C 4.49 3.44 -2.38
Cl 5.45 4.89 -2.44
N 1.72 1.92 -0.40
C 1.79 2.53 0.83
O 2.09 3.67 1.08
C 1.65 1.52 1.94
C 1.63 1.93 3.26
C 1.71 0.97 4.25
C 1.84 -0.36 3.88
C 1.82 -0.68 2.53
N 1.70 0.24 1.57
H 4.14 0.45 -3.91
H 1.06 -2.62 -4.82
H -1.37 -2.88 -5.50
H -3.09 -1.69 -4.11
H -2.36 -0.39 -2.17
H 3.32 4.16 -0.74
H 1.57 2.99 3.47
H 1.69 1.25 5.30
H 1.95 -1.14 4.62
H 1.90 -1.71 2.22
Cl -4.13 1.40 6.59
C -3.40 1.43 5.01
C -3.57 2.55 4.21
C -2.98 2.57 2.95
C -2.24 1.49 2.50
C -2.08 0.38 3.32
C -2.67 0.34 4.58
C -1.59 1.55 1.13
O -1.74 2.55 0.44
O -0.90 0.50 0.82
H -4.14 3.40 4.57
H -3.08 3.43 2.29
H -1.50 -0.46 2.95
H -2.55 -0.53 5.22
Cl -2.72 2.15 -2.34
Si -0.65 2.15 -2.05
Cl -0.18 4.11 -1.60
Cl 0.02 2.10 -4.06
C -0.99 -3.97 1.57
Ge -1.27 -2.93 -0.10
C -3.03 -2.10 0.19
C -1.28 -4.31 -1.51
C 0.32 -1.74 -0.19
H -1.73 -4.78 1.67
H -1.08 -3.31 2.44
H 0.01 -4.42 1.58
H -3.78 -2.89 0.36
H -3.39 -1.46 -0.62
H -2.97 -1.49 1.08
H -2.19 -4.92 -1.44
H -0.42 -4.97 -1.35
H -1.22 -3.91 -2.52
H 1.16 -2.32 -0.59
H 0.44 -1.69 0.89